## 1
Formula: C16H21N3O4
Source: the OMol25 dataset
Level of theory: ωB97M-V/def2-TZVPD

```
44
C16H21N3O4, DFT ωB97M-V/def2-TZVPD
C -0.841 -3.560 5.200
C -2.066 -2.834 4.651
H -2.975 -3.357 4.961
H -2.115 -1.806 5.032
O -2.123 -2.851 3.240
C -1.308 -2.043 2.518
C -0.474 -1.060 3.032
C 0.301 -0.277 2.194
C 0.251 -0.476 0.822
C -0.585 -1.460 0.287
C -1.364 -2.243 1.114
O -2.196 -3.240 0.714
C -2.407 -3.461 -0.666
C -3.330 -2.423 -1.297
H -4.275 -2.399 -0.761
H -2.886 -1.431 -1.259
H -3.519 -2.684 -2.335
H -2.877 -4.448 -0.708
H -1.451 -3.510 -1.202
H -0.589 -1.580 -0.783
C 1.054 0.323 -0.074
N 1.883 1.263 0.305
O 2.424 1.750 -0.851
C 1.867 1.059 -1.859
N 1.024 0.174 -1.439
C 2.247 1.346 -3.263
C 2.619 2.819 -3.468
H 2.920 2.960 -4.506
H 3.444 3.096 -2.812
C 1.393 3.692 -3.212
O 0.523 3.846 -4.042
N 1.360 4.258 -1.988
H 2.079 4.042 -1.315
C 0.246 5.054 -1.533
H -0.262 4.568 -0.696
H 0.586 6.042 -1.220
H -0.447 5.154 -2.367
H 3.097 0.709 -3.527
H 1.407 1.072 -3.902
H 0.947 0.486 2.596
H -0.421 -0.888 4.095
H 0.076 -3.071 4.881
H -0.829 -4.584 4.835
H -0.877 -3.571 6.286
```

LUMO	0.02751	hartree
highest occupied orbital energy	-8.005	eV
SMILES string	CCOc1ccc(-c2noc(CCC(=O)NC)n2)cc1OCC
spin multiplicity	1

=====

## 2
Formula: C16H21N3O4
Source: the OMol25 dataset
Level of theory: ωB97M-V/def2-TZVPD

```
44
C16H21N3O4, DFT ωB97M-V/def2-TZVPD
C -0.468 4.733 0.225
H -0.756 4.186 -0.671
O -0.011 3.751 1.129
C 0.427 4.120 2.368
C 0.448 5.445 2.792
C 0.899 5.783 4.056
C 1.339 4.803 4.926
C 1.321 3.486 4.515
C 0.874 3.115 3.248
C 0.922 1.655 2.969
O 1.312 0.838 3.787
N 0.510 1.255 1.742
N 0.526 -0.085 1.408
C 0.129 -0.531 0.215
O -0.283 0.180 -0.694
C 0.244 -2.049 0.094
O 0.655 -2.741 1.008
N -0.156 -2.469 -1.108
H -0.468 -1.748 -1.746
C -0.168 -3.847 -1.539
C -1.591 -4.296 -1.888
C -2.106 -3.612 -3.152
C -1.161 -3.866 -4.322
C 0.243 -3.369 -3.991
C 0.771 -4.052 -2.732
H 1.761 -3.666 -2.481
H 0.864 -5.124 -2.915
H 0.917 -3.577 -4.825
H 0.224 -2.286 -3.848
H -1.533 -3.363 -5.216
H -1.124 -4.938 -4.530
H -3.102 -3.993 -3.389
H -2.200 -2.537 -2.983
H -2.253 -4.080 -1.047
H -1.582 -5.377 -2.040
H 0.199 -4.422 -0.680
H 0.862 -0.713 2.136
H 0.172 1.875 1.016
H 1.656 2.693 5.167
H 1.690 5.062 5.913
H 0.902 6.821 4.354
H 0.111 6.230 2.134
H -1.338 5.266 0.619
H 0.322 5.447 -0.025
```

LUMO	0.01671	hartree
highest occupied orbital energy	-8.859	eV
SMILES string	COc1ccccc1C(=O)NNC(=O)C(=O)NC1CCCCC1
spin multiplicity	1

=====

Which of them is the least stable? Correct choice: 1.

=====

## 1
Formula: C2H10N2
Source: the OMol25 dataset
Level of theory: ωB97M-V/def2-TZVPD

```
14
C2H10N2, DFT ωB97M-V/def2-TZVPD
N 2.253 -3.912 -0.097
C 2.741 -3.099 0.973
H 2.891 -4.068 -0.884
H 1.354 -3.637 -0.509
H 2.683 -2.054 0.625
H 3.785 -3.318 1.254
H 2.105 -3.207 1.867
N -2.719 4.174 -0.766
C -2.678 2.835 -0.214
H -1.917 4.657 -0.346
H -2.539 4.149 -1.776
H -3.185 2.859 0.766
H -1.621 2.562 -0.056
H -3.153 2.058 -0.836
```

LUMO	0.04000	hartree
highest occupied orbital energy	-8.881	eV
SMILES string	CN.CN
spin multiplicity	1

=====

## 2
Formula: C2H10N2
Source: the OMol25 dataset
Level of theory: ωB97M-V/def2-TZVPD

```
14
C2H10N2, DFT ωB97M-V/def2-TZVPD
N -0.285 -2.034 -2.806
H -0.914 -2.666 -3.294
H 0.126 -1.471 -3.548
H -0.891 -1.377 -2.316
C -0.337 1.747 1.471
C -0.015 0.412 0.840
N 1.393 0.035 1.018
H -0.214 1.682 2.549
H -1.385 1.973 1.303
H 0.338 2.489 1.061
H -0.225 0.491 -0.232
H -0.709 -0.357 1.203
H 1.620 0.014 2.009
H 1.497 -0.938 0.743
```

LUMO	0.03707	hartree
highest occupied orbital energy	-9.337	eV
SMILES string	CCN.N
spin multiplicity	1

=====

Which of them is the least stable? Correct choice: 1.

=====

## 1
Formula: C33H31N10OPtSe2
Source: the OMol25 dataset
Level of theory: ωB97M-V/def2-TZVPD

```
78
C33H31N10OPtSe2, DFT ωB97M-V/def2-TZVPD
Pt -1.547 0.768 0.093
N -1.569 -3.564 -0.028
C -1.275 -2.321 -0.360
N -2.040 -1.283 -0.117
C -3.264 -1.514 0.534
N -4.039 -0.522 0.801
N -3.458 0.673 0.523
C -4.129 1.750 0.707
C -3.452 2.990 0.411
C -4.037 4.230 0.594
C -3.338 5.364 0.208
C -2.081 5.210 -0.352
C -1.548 3.937 -0.473
N -2.204 2.839 -0.096
C -3.648 -2.861 0.900
C -4.856 -3.150 1.542
C -5.136 -4.446 1.915
C -4.215 -5.468 1.667
C -3.022 -5.203 1.025
C -2.757 -3.898 0.637
H -0.938 -4.308 -0.289
H -0.350 -2.165 -0.894
H -5.159 1.700 1.036
H -5.022 4.300 1.036
H -3.772 6.346 0.333
H -1.512 6.062 -0.694
H -0.568 3.794 -0.908
H -5.552 -2.348 1.739
H -6.071 -4.677 2.405
H -4.437 -6.479 1.982
H -2.309 -5.995 0.828
Se 0.443 1.672 -2.504
C 1.864 2.941 -2.689
C 1.881 3.639 -3.891
C 2.840 4.626 -4.085
C 3.770 4.896 -3.094
C 3.766 4.168 -1.911
C 2.812 3.183 -1.702
H 1.162 3.418 -4.671
H 2.860 5.176 -5.016
H 4.510 5.670 -3.248
H 4.515 4.362 -1.155
H 2.820 2.597 -0.791
C 2.289 -1.149 -3.860
N 2.557 -1.764 -2.562
C 2.112 -1.403 -1.359
Se 1.255 0.202 -0.744
N 2.571 -2.275 -0.448
C 3.371 -3.231 -1.073
C 4.095 -4.310 -0.578
C 4.817 -5.029 -1.508
C 4.837 -4.676 -2.869
C 4.112 -3.609 -3.355
C 3.363 -2.901 -2.420
H 1.469 -0.448 -3.772
H 2.018 -1.931 -4.566
H 3.179 -0.630 -4.214
H 2.419 -2.196 0.547
H 4.117 -4.559 0.474
H 5.389 -5.886 -1.182
H 5.452 -5.249 -3.549
H 4.145 -3.331 -4.399
C -0.988 -0.472 5.385
N -0.393 0.427 4.390
C 0.557 1.326 4.721
C 1.082 2.176 3.808
C 0.556 2.108 2.493
N -0.375 1.220 2.151
C -0.849 0.319 3.080
O -1.645 -0.558 2.779
N 1.008 2.951 1.546
H -0.501 -0.305 6.341
H -0.856 -1.504 5.074
H -2.053 -0.270 5.471
H 0.878 1.326 5.754
H 1.849 2.884 4.077
H 1.650 3.689 1.780
H 0.574 2.953 0.641
```

LUMO	-0.32165	hartree
highest occupied orbital energy	-15.565	eV
total charge	+3
spin multiplicity	1

=====

## 2
Formula: C33H31N10OPtSe2
Source: the OMol25 dataset
Level of theory: ωB97M-V/def2-TZVPD

```
78
C33H31N10OPtSe2, DFT ωB97M-V/def2-TZVPD
Pt -0.205 -1.108 1.552
N 2.802 -2.431 -1.186
C 2.085 -1.664 -0.389
N 0.946 -2.032 0.151
C 0.492 -3.349 -0.054
N -0.574 -3.764 0.539
N -1.094 -2.814 1.372
C -2.097 -3.060 2.134
C -2.509 -1.962 2.985
C -3.616 -2.041 3.805
C -3.987 -0.925 4.550
C -3.232 0.225 4.435
C -2.124 0.230 3.600
N -1.751 -0.832 2.891
C 1.231 -4.212 -0.945
C 0.817 -5.519 -1.238
C 1.572 -6.302 -2.081
C 2.752 -5.802 -2.641
C 3.180 -4.519 -2.362
C 2.411 -3.734 -1.512
H 3.676 -2.079 -1.552
H 2.460 -0.675 -0.170
H -2.578 -4.030 2.120
H -4.183 -2.961 3.852
H -4.851 -0.960 5.200
H -3.479 1.117 4.993
H -1.493 1.109 3.517
H -0.094 -5.895 -0.793
H 1.255 -7.309 -2.309
H 3.340 -6.426 -3.299
H 4.096 -4.134 -2.792
Se -2.915 0.167 -1.046
C -4.048 1.610 -1.624
C -4.306 1.725 -2.983
C -5.185 2.702 -3.428
C -5.785 3.561 -2.518
C -5.525 3.438 -1.161
C -4.662 2.451 -0.705
H -3.850 1.042 -3.691
H -5.406 2.787 -4.483
H -6.470 4.322 -2.867
H -6.009 4.100 -0.456
H -4.479 2.331 0.354
C -0.644 0.935 -3.720
N 0.145 1.792 -2.838
C 0.064 1.945 -1.526
Se -1.082 1.246 -0.124
N 1.003 2.835 -1.137
C 1.706 3.295 -2.248
C 2.741 4.211 -2.389
C 3.186 4.428 -3.677
C 2.627 3.757 -4.779
C 1.602 2.846 -4.634
C 1.154 2.631 -3.334
H -1.147 0.168 -3.144
H 0.031 0.467 -4.433
H -1.375 1.540 -4.255
H 1.123 3.154 -0.186
H 3.167 4.736 -1.545
H 3.984 5.138 -3.848
H 3.008 3.969 -5.769
H 1.169 2.344 -5.488
C 4.196 -1.400 4.449
N 3.244 -0.382 3.979
C 3.256 0.872 4.458
C 2.373 1.802 4.019
C 1.419 1.390 3.063
N 1.367 0.142 2.579
C 2.317 -0.787 3.018
O 2.360 -1.921 2.590
N 0.545 2.321 2.596
H 4.841 -0.948 5.197
H 4.789 -1.759 3.613
H 3.652 -2.236 4.880
H 4.007 1.096 5.204
H 2.392 2.809 4.402
H 0.471 3.184 3.115
H -0.298 2.002 2.145
```

LUMO	-0.31359	hartree
highest occupied orbital energy	-15.636	eV
total charge	+3
spin multiplicity	1

=====

Which of them is the least stable? Correct choice: 1.

=====

## 1
Formula: C4H10OSi
Source: the OMol25 dataset
Level of theory: ωB97M-V/def2-TZVPD

```
16
C4H10OSi, DFT ωB97M-V/def2-TZVPD
C -0.131 -1.613 1.574
C -0.027 -1.557 0.116
C 0.133 -0.297 0.909
C -0.733 0.974 0.669
O -0.325 1.974 1.614
Si -0.076 1.365 -2.231
H -1.217 -1.775 1.904
H 0.533 -2.127 2.262
H 0.796 -2.058 -0.226
H -0.879 -1.710 -0.487
H 1.241 0.144 1.008
H -1.732 0.772 0.775
H 0.670 1.957 1.641
H 1.312 1.055 -2.009
H -1.022 0.146 -2.223
H -0.587 2.641 -2.769
```

LUMO (alpha / beta)	-0.00609 / 0.00436	hartree
highest occupied orbital energy (alpha / beta)	-7.699 / -7.053	eV
spin multiplicity	1

=====

## 2
Formula: C4H10OSi
Source: the OMol25 dataset
Level of theory: ωB97M-V/def2-TZVPD

```
16
C4H10OSi, DFT ωB97M-V/def2-TZVPD
C -0.745 2.172 -0.559
C -0.782 1.142 -1.378
C 0.938 -0.129 1.439
C -1.630 0.057 -1.258
O 0.759 -3.063 1.332
Si 0.622 -1.672 0.447
H -0.101 2.908 -0.684
H -1.319 2.121 0.450
H -0.261 1.323 -2.340
H 1.979 0.312 1.283
H 0.078 0.674 1.287
H 0.816 -0.203 2.467
H -1.708 -0.651 -2.122
H -2.115 -0.068 -0.279
H 1.294 -3.330 2.075
H 1.450 -1.818 -0.833
```

LUMO (alpha / beta)	-0.00039 / -0.00918	hartree
highest occupied orbital energy (alpha / beta)	-7.769 / -6.987	eV
spin multiplicity	1

=====

Which of them is the least stable? Correct choice: 1.